1.
38
Properties=species:S:1:pos:R:3 method="wB97M-V/def2-TZVPD" e_homo_ev=-3.78 relative_energy_ev=1.157 gap_ha=0.148 charge=-1
N -2.72 -5.74 2.37
C -2.12 -4.74 2.25
C -1.46 -3.48 2.12
C -0.11 -3.14 2.10
C 0.28 -1.77 2.00
N 1.68 -1.48 2.19
O 2.44 -2.41 2.58
O 2.09 -0.30 2.00
C -0.66 -0.72 1.89
C -1.99 -1.07 2.06
N -3.07 -0.31 2.56
O -3.31 0.85 2.79
O -4.12 -1.32 2.85
N -3.67 -2.60 2.60
C -2.40 -2.41 2.17
H 0.64 -3.93 2.11
H -0.39 0.31 1.76
C -0.84 3.79 1.01
C -1.12 2.57 0.15
C 0.02 1.90 -0.43
C -0.10 1.03 -1.59
C 1.08 0.95 -2.55
C 2.21 1.79 -2.49
C 3.31 1.58 -3.34
C 3.28 0.54 -4.29
C 2.11 -0.24 -4.42
C 1.02 -0.02 -3.57
O -1.10 0.34 -1.82
O -2.27 2.15 0.00
H 0.18 4.18 0.87
H -1.58 4.57 0.80
H -0.97 3.48 2.06
H 1.00 2.02 0.04
H 2.21 2.61 -1.77
H 4.17 2.24 -3.27
H 4.13 0.38 -4.95
H 2.03 -1.00 -5.20
H 0.11 -0.62 -3.68

***

2.
40
Properties=species:S:1:pos:R:3 method="wB97M-V/def2-TZVPD" e_homo_ev=-18.77 relative_energy_ev=0.200 gap_ha=0.226 charge=+3
V -0.75 -0.15 0.07
O -4.02 0.43 -2.21
C -3.07 0.56 -1.53
N -2.26 -0.51 -1.00
C -2.58 -1.85 -1.41
O -3.51 -2.17 -2.08
C -1.54 -2.79 -0.89
C -1.61 -4.15 -1.07
C -0.62 -4.93 -0.48
C 0.38 -4.31 0.26
C 0.38 -2.94 0.39
N -0.57 -2.18 -0.20
C -2.49 1.87 -1.11
C -3.08 3.08 -1.41
C -2.49 4.23 -0.91
C -1.35 4.12 -0.12
C -0.81 2.88 0.13
N -1.37 1.76 -0.38
H -2.43 -4.57 -1.64
H -0.64 -6.01 -0.58
H 1.15 -4.90 0.75
H 1.14 -2.44 0.97
H -3.98 3.09 -2.01
H -2.93 5.20 -1.10
H -0.87 5.00 0.30
H 0.07 2.76 0.74
O 5.28 1.20 2.67
C 4.11 0.95 2.34
O 3.21 0.80 3.25
C 3.49 0.76 0.99
C 3.58 0.71 -0.39
N 2.32 0.44 -0.80
N 1.44 0.30 0.23
C 2.18 0.50 1.29
C 1.91 0.52 2.75
O 1.05 0.38 3.51
O -1.06 -0.14 1.57
H 5.94 1.30 1.96
H 4.38 0.85 -1.10
H 2.02 0.33 -1.76

***

3.
37
Properties=species:S:1:pos:R:3 method="wB97M-V/def2-TZVPD" e_homo_ev=-14.62 gap_ha=0.215 charge=+2
Au -2.04 0.76 0.72
Se -1.23 -0.93 -2.06
Se -2.32 0.88 -2.97
C -3.75 1.31 -1.73
C -4.90 1.71 -2.40
C -5.98 2.17 -1.67
C -5.90 2.19 -0.29
C -4.74 1.76 0.31
N -3.67 1.34 -0.40
C 0.38 -0.06 -1.43
C 2.23 -1.99 -1.02
C 4.37 -1.39 0.40
C 3.84 -0.22 1.31
C 2.68 0.75 1.03
N 0.41 0.75 -0.21
H -4.94 1.64 -3.48
H -6.88 2.48 -2.18
H -6.73 2.52 0.32
H -4.64 1.75 1.38
H 1.66 -2.82 -1.46
H 5.41 -1.54 0.16
H 4.66 0.19 1.89
H 2.67 1.80 1.31
Cl 3.90 -3.86 1.93
C 3.54 -2.35 1.23
C 3.42 -2.29 -0.38
C 1.79 -0.63 -1.17
C 1.70 0.15 0.16
O 0.63 1.30 -1.56
C 1.67 -0.38 1.58
C 0.48 -0.36 2.47
O -0.63 0.09 2.27
C 2.90 -1.20 2.00
H 3.88 -3.20 -0.73
H 2.51 -0.16 -1.86
H 0.66 -0.84 3.44
H 2.96 -1.33 3.07

***

4.
44
Properties=species:S:1:pos:R:3 method="wB97M-V/def2-TZVPD" e_homo_ev="-14.88 / -14.88" relative_energy_ev=0.000 multiplicity=2 gap_ha="0.258 / 0.188" charge=+2 s2=0.76
Zr 1.22 -1.03 0.13
C -1.32 -0.32 -3.25
C -0.15 -0.92 -2.81
N 0.22 -0.38 -1.63
N -0.72 0.57 -1.30
C -1.64 0.61 -2.27
B -0.62 1.41 0.03
N 0.87 1.85 0.22
C 1.32 3.11 0.19
C 2.71 3.10 0.33
C 3.05 1.77 0.43
N 1.94 1.00 0.36
N -1.01 0.45 1.22
C -2.17 0.39 1.89
C -2.12 -0.66 2.80
C -0.88 -1.23 2.62
N -0.20 -0.57 1.67
N -1.50 2.60 0.01
C -1.83 3.41 1.07
C -2.30 4.59 0.57
C -2.22 4.43 -0.83
N -1.74 3.25 -1.16
H -1.86 -0.51 -4.16
H 0.44 -1.69 -3.28
H -2.45 1.32 -2.22
H 0.64 3.94 0.07
H 3.36 3.95 0.36
H 4.02 1.32 0.56
H -2.97 1.08 1.68
H -2.89 -0.96 3.49
H -0.44 -2.08 3.11
H -1.68 3.10 2.10
H -2.65 5.44 1.12
H -2.50 5.13 -1.60
O 2.29 -7.23 -0.38
C 2.06 -6.11 -0.28
C 3.17 -4.84 -0.10
O 4.32 -5.05 -0.07
C 2.30 -3.69 -0.03
C 0.95 -3.92 -0.11
O 0.15 -2.92 -0.05
C 0.59 -5.34 -0.24
O -0.41 -5.94 -0.34
O 2.66 -2.42 0.10

***

5.
81
Properties=species:S:1:pos:R:3 method="wB97M-V/def2-TZVPD" e_homo_ev="-10.42 / -10.42" relative_energy_ev=0.000 multiplicity=3 gap_ha="0.304 / 0.203" s2=2.01
Cu 1.01 3.14 1.94
Cu -2.06 1.28 2.32
C 4.24 3.26 -0.32
F 5.54 3.30 -0.18
F 3.98 3.50 -1.59
F 3.79 2.07 0.07
S 3.43 4.64 0.67
O 4.42 5.61 0.95
O 2.28 4.99 -0.09
N 2.88 3.84 2.02
S 4.05 3.74 3.16
O 5.20 3.04 2.73
O 4.22 4.97 3.85
C 3.25 2.62 4.40
F 3.10 1.40 3.83
F 4.05 2.48 5.41
F 2.02 3.03 4.75
C 1.14 -0.82 3.41
F 0.34 -1.83 3.66
F 0.90 0.17 4.27
F 2.42 -1.14 3.50
S 0.90 -0.28 1.63
O 1.48 1.06 1.64
O 1.51 -1.26 0.82
N -0.75 -0.12 1.57
S -1.47 -1.49 1.03
O -0.87 -2.72 1.38
O -2.83 -1.35 1.49
C -1.47 -1.62 -0.86
F -0.84 -2.70 -1.23
F -2.75 -1.61 -1.24
F -0.87 -0.53 -1.38
C -1.00 3.43 3.72
O -0.41 4.47 3.20
O -2.30 3.32 3.65
O -0.47 2.33 3.16
C 1.83 -4.13 -2.31
C 2.77 -4.70 -1.23
O 3.34 -5.85 -1.78
C 2.98 -5.95 -3.10
O 3.34 -6.78 -3.85
O 2.01 -5.05 -3.38
F 2.01 -5.04 -0.13
H 2.00 -3.07 -2.51
H 0.80 -4.19 -1.97
H 3.52 -3.99 -0.87
C 0.37 0.58 -4.29
C 0.78 1.20 -5.61
O -0.11 2.29 -5.73
C -0.64 2.60 -4.53
O -1.23 3.58 -4.23
O -0.32 1.64 -3.61
F 0.61 0.36 -6.66
H 1.22 0.25 -3.69
H -0.34 -0.25 -4.38
H 1.81 1.56 -5.57
C -3.75 1.11 -3.33
C -5.10 0.47 -2.95
O -5.08 0.50 -1.55
C -3.88 0.94 -1.09
O -3.50 0.79 0.02
O -3.13 1.43 -2.09
F -5.15 -0.84 -3.34
H -3.93 2.04 -3.87
H -3.12 0.48 -3.94
H -5.96 0.97 -3.38
C -6.04 -1.62 2.82
Br -6.37 -0.80 4.55
Br -7.07 -0.62 1.52
Br -6.32 -3.50 2.71
H -5.00 -1.40 2.63
C -1.47 -4.07 -4.89
Br -1.33 -5.82 -4.10
Br 0.21 -3.18 -5.14
Br -2.66 -2.90 -3.93
H -1.92 -4.18 -5.86
C 1.10 0.23 7.33
Br 1.94 1.22 8.81
Br -0.59 -0.52 7.84
Br 2.27 -1.11 6.65
H 1.01 1.07 6.66

***

6.
44
Properties=species:S:1:pos:R:3 method="wB97M-V/def2-TZVPD" e_homo_ev="-6.05 / -6.05" relative_energy_ev=0.000 multiplicity=2 gap_ha="0.254 / 0.258" charge=-1 s2=0.75
Ti 0.10 -2.60 0.23
O -3.18 -4.07 1.97
C -2.30 -3.36 1.55
O -1.10 -3.76 1.19
C -2.49 -1.87 1.42
C -3.72 -1.29 1.75
C -3.84 0.07 1.67
C -2.72 0.85 1.31
C -2.77 2.26 1.27
C -1.64 2.98 1.00
C -0.41 2.32 0.76
C -0.35 0.95 0.75
C -1.50 0.18 1.01
N -1.44 -1.19 1.01
H -4.53 -1.94 2.06
H -4.78 0.56 1.90
H -3.71 2.75 1.48
H -1.67 4.06 0.96
H 0.46 2.93 0.57
H 0.59 0.45 0.57
Cl 3.95 -2.07 2.20
Si 1.92 -2.46 2.16
Cl 1.85 -4.30 0.85
Cl 1.52 -3.33 4.00
N 1.89 -1.79 -1.07
C 2.02 -0.37 -1.31
C 2.86 0.40 -0.51
C 2.87 1.78 -0.67
C 2.06 2.38 -1.62
C 1.26 1.60 -2.44
C 1.24 0.22 -2.29
S 1.98 4.18 -1.68
O 0.92 4.45 -2.64
O 1.64 4.51 -0.30
O 3.31 4.60 -2.08
H 1.62 -2.24 -1.94
H 2.77 -2.20 -0.77
H 3.47 -0.08 0.25
H 3.49 2.40 -0.03
H 0.64 2.10 -3.17
H 0.60 -0.40 -2.91
S -1.30 -3.72 -4.15
C -0.92 -3.18 -2.70
N -0.63 -2.76 -1.63

***

Quick rundown of total energy, same order as above: -36045.2103 -63201.9707 -171781.6728 -41925.7113 -865511.2398 -122773.0566 eV